3 unconnected molecules or ions with the total composition C20H43N3O9P2 in a non-equilibrium geometry. Source: the OMol25 dataset; level of theory: wB97M-V/def2-TZVPD.

Summary:
E_LUMO (alpha / beta)	0.024 / -0.034	eV
multiplicity	3
<S²>	2.01
net charge	0
highest occupied orbital energy (alpha / beta)	-8.46 / -9.11	eV
orbital gap (alpha / beta)	8.48 / 9.07	eV
ΔE to the lowest compared entry with this formula, charge and spin	21.0	kcal/mol

Element x y z (Å)
P1 -4.7223 1.4915 -4.0934
P2 -9.0320 2.7903 -2.9116
O1 -6.3746 1.6211 -4.5767
O2 -1.1398 0.7816 -2.5804
O3 3.1988 -1.2501 1.8690
O4 -9.4609 3.8234 -4.0887
O5 -9.9773 2.9553 -1.8313
O6 -6.6303 -0.4849 -3.9746
O7 -8.3832 0.6752 -4.6196
O8 -7.5550 3.1443 -2.3240
O9 -4.6429 1.1320 -2.4951
N1 -4.3183 3.1636 -4.0871
N2 -0.4984 -0.1944 -2.0377
N3 3.5504 -0.7708 3.0107
C1 1.6534 -2.1580 3.8538
C2 5.0079 -0.4588 2.9601
C3 0.7417 -0.2101 -4.2053
C4 -1.9327 0.3052 -0.0619
C5 3.9888 -2.9569 4.1559
C6 1.7985 0.7993 -2.1939
C7 1.8380 0.9369 -0.6740
C8 -9.1617 1.0506 -3.4783
C9 0.8451 -0.2941 -2.6828
C10 5.8656 -1.7240 3.0279
C11 5.4824 -2.6388 4.1894
C12 0.4310 1.1001 -0.1063
C13 -0.1523 -1.3190 0.1650
C14 5.3620 0.3250 1.6967
C15 3.0987 -1.7136 4.0771
C16 5.4033 0.4881 4.1103
C17 -0.5211 -0.0074 -0.5574
C18 3.0776 -0.9877 5.4466
C19 1.4567 -1.6917 -2.4077
C20 -7.0578 0.5394 -4.3427
H1 3.9766 -1.1610 6.0372
H2 4.7562 1.3664 4.1319
H3 0.0389 2.0757 -0.4138
H4 2.3336 0.0739 -0.2215
H5 5.7705 -2.2858 2.0931
H6 -2.6381 -0.4650 -0.3802
H7 6.4083 0.6282 1.7281
H8 0.4775 1.1213 0.9849
H9 3.7946 -3.6042 3.2944
H10 5.7576 -2.1819 5.1440
H11 -8.7588 4.4799 -4.1948
H12 -8.9451 0.3798 -2.6469
H13 2.4423 1.8061 -0.4024
H14 -5.0362 3.6233 -3.5179
H15 1.5044 1.7646 -2.6199
H16 -4.9589 0.2316 -2.3317
H17 -10.1963 0.9304 -3.7752
H18 5.3786 0.0237 5.0924
H19 2.8054 0.5993 -2.5685
H20 -0.3247 -1.2190 1.2371
H21 -0.7678 -2.1465 -0.1933
H22 2.9442 0.0872 5.3248
H23 0.6813 -2.4360 -2.2263
H24 5.2278 -0.2619 0.7888
H25 -7.3941 4.0788 -2.5165
H26 0.0689 -0.9746 -4.5983
H27 1.3275 -2.7803 4.6868
H28 -1.9450 0.3383 1.0275
H29 0.9818 -1.2993 3.7903
H30 3.7205 -3.5410 5.0394
H31 6.9188 -1.4478 3.1117
H32 -2.2974 1.2690 -0.4144
H33 0.8919 -1.6017 0.0631
H34 2.0259 -2.0495 -3.2657
H35 -3.4932 3.2006 -3.4852
H36 4.7552 1.2289 1.6139
H37 6.4276 0.8365 3.9748
H38 1.7250 -0.3651 -4.6490
H39 2.1479 -1.6982 -1.5651
H40 0.3928 0.7638 -4.5469
H41 2.2450 -1.3287 6.0615
H42 1.5351 -2.7555 2.9502
H43 6.0545 -3.5669 4.1255